Entry 1:
ORCA calculation (wB97M-V/def2-TZVPD) on C16H41AsN6O9P3SeV as an isolated structure.

Output
Net charge: +2
Spin multiplicity: 3
Molar mass, g mol⁻¹: 759.3
ΔE to the lowest compared entry with this formula, charge and spin, kJ/mol: 30.51
Kohn-Sham gap (spin up / spin down), eV: 8.32 / 8.94
HOMO (spin up / spin down), eV: -12.89 / -12.96
LUMO energy (spin up / spin down), eV: -4.57 / -4.02
Energy, eV: -224362.809

The geometry in XYZ format:
```
78
Properties=species:S:1:pos:R:3:lowdin_spin:R:1
V 0.19 0.33 -0.39 1.9390
C 0.59 2.00 4.11 0.0003
C 0.78 0.58 3.59 0.0009
O 1.11 -0.33 4.65 0.0004
P -0.75 -0.11 2.84 0.0020
O -1.94 0.93 2.96 0.0001
O -1.13 -1.32 3.77 0.0000
O -0.63 -0.50 1.42 0.0101
P 2.09 0.58 2.30 0.0030
O 2.34 -0.99 1.98 0.0004
O 3.31 1.23 2.81 -0.0014
O 1.37 1.14 1.08 0.0152
H -0.15 2.03 4.91 0.0000
H 0.27 2.67 3.31 0.0001
H 1.54 2.37 4.50 0.0000
H 1.81 0.06 5.19 0.0000
H -2.21 1.16 3.86 0.0000
H -0.46 -1.45 4.47 0.0000
H 3.08 -1.30 2.52 0.0000
C -3.93 -1.55 1.64 0.0000
N -3.84 -2.20 0.34 -0.0009
C -4.34 -3.45 0.06 -0.0005
C -4.11 -3.69 -1.25 -0.0006
N -3.46 -2.58 -1.75 -0.0009
C -3.10 -2.38 -3.14 -0.0001
C -3.30 -1.67 -0.77 -0.0004
Se -2.60 0.04 -1.01 -0.0091
H -4.89 -1.81 2.09 0.0000
H -3.87 -0.48 1.49 0.0000
H -3.13 -1.88 2.30 0.0000
H -4.83 -4.05 0.81 0.0000
H -4.36 -4.54 -1.86 0.0000
H -3.12 -3.35 -3.64 0.0000
H -2.10 -1.95 -3.19 -0.0001
H -3.81 -1.71 -3.62 -0.0001
N -0.26 4.56 -0.08 0.0027
C -1.51 4.30 0.44 -0.0007
C -1.66 2.95 0.37 0.0013
N -0.52 2.39 -0.19 -0.0018
C 0.30 3.39 -0.44 0.0058
H 0.17 5.47 -0.15 0.0000
H -2.16 5.07 0.80 -0.0001
H -2.49 2.34 0.67 0.0000
H 1.29 3.30 -0.85 0.0005
C -0.27 -3.49 1.14 0.0011
P 0.59 -3.11 -0.38 0.0049
C -0.20 -4.08 -1.66 0.0000
C 2.26 -3.71 -0.20 0.0009
O 0.60 -1.64 -0.76 0.0227
H -0.27 -4.57 1.28 0.0002
H -1.29 -3.12 1.08 0.0000
H 0.23 -3.01 1.98 0.0001
H -0.11 -5.14 -1.44 0.0000
H 0.28 -3.87 -2.62 0.0000
H -1.25 -3.82 -1.71 0.0000
H 2.27 -4.77 0.07 0.0001
H 2.76 -3.14 0.59 0.0000
H 2.81 -3.58 -1.14 0.0000
N 2.98 1.50 -1.17 0.0016
N 2.29 0.25 -1.10 -0.0174
H 3.95 1.34 -1.44 -0.0005
H 2.99 1.86 -0.22 0.0000
H 2.77 -0.44 -0.53 0.0004
H 2.17 -0.11 -2.04 0.0005
C -0.76 0.74 -5.09 -0.0013
As -0.37 1.79 -3.55 0.0035
C -1.92 2.85 -3.16 0.0021
C 1.08 2.98 -3.95 0.0007
O 0.12 0.72 -2.35 0.0150
H -1.03 1.38 -5.92 -0.0002
H -1.59 0.08 -4.85 0.0000
H 0.11 0.14 -5.35 0.0000
H -2.12 3.46 -4.05 0.0003
H -1.74 3.49 -2.31 0.0000
H -2.76 2.19 -2.96 -0.0001
H 1.22 3.04 -5.03 0.0001
H 1.98 2.59 -3.47 0.0000
H 0.86 3.98 -3.56 0.0000
```


Entry 2:
ORCA calculation (wB97M-V/def2-TZVPD) on a 5-piece molecular cluster, C16H41B2N5O11S5 overall in a non-equilibrium geometry.

Output
Net charge: 0
Molar mass, g mol⁻¹: 661.5
Kohn-Sham gap, eV: 8.42
HOMO, eV: -8.18
LUMO energy, eV: 0.24
Energy, eV: -102754.555

The geometry in XYZ format:
```
80
Properties=species:S:1:pos:R:3:mulliken_charge:R:1
N -0.23 -4.20 2.75 -0.5611
C 0.58 -3.73 2.13 0.6369
O 1.51 -3.24 1.33 -0.3963
C 0.80 -2.84 0.11 -0.8194
C 1.73 -2.32 -0.99 -0.2472
C 2.52 -1.01 -0.73 -0.0945
O 3.93 -1.29 -0.94 -0.6578
C 2.33 -0.28 0.62 -0.4422
N 1.74 1.06 0.39 -0.4144
O -0.30 -1.98 0.40 0.3064
C -1.37 -2.34 -0.47 -0.7485
C -2.35 -1.07 -0.72 0.4119
S -1.86 0.25 0.50 -0.3293
B -2.15 -0.66 -2.27 -0.2334
N -2.30 -1.56 -3.41 -0.6182
O -1.76 0.67 -2.53 -0.0866
N -3.71 -1.56 -0.37 -0.0838
O -3.81 -1.47 1.07 -0.3913
C -4.49 -2.51 1.51 0.5267
N -5.08 -3.31 2.04 -0.4875
B -4.82 -0.65 -0.85 0.7053
O -5.95 -1.29 -1.40 -0.5072
O -4.82 0.74 -0.76 -0.4706
H 0.34 -3.79 -0.27 0.9167
H 2.43 -3.13 -1.26 0.4412
H 1.09 -2.17 -1.89 0.0706
H 2.27 -0.29 -1.54 0.3245
H 4.28 -1.73 -0.15 0.3601
H 3.35 -0.09 1.04 0.5022
H 1.78 -0.80 1.41 0.3243
H 2.47 1.69 0.07 0.2001
H 1.39 1.40 1.29 0.0648
H -1.00 -2.66 -1.47 0.4081
H -1.94 -3.21 -0.08 0.1386
H -0.60 0.64 0.14 -0.0478
H -2.76 -2.41 -3.11 0.3064
H -1.37 -1.74 -3.80 0.2363
H -0.80 0.75 -2.64 0.2236
H -6.58 -1.33 -0.67 0.2993
H -5.34 1.06 -0.01 0.2746
C 1.94 -5.38 -5.26 -0.9827
S 1.76 -5.95 -3.57 0.3811
O 1.35 -4.77 -2.75 -0.4961
C 3.51 -6.23 -3.27 -0.9798
H 0.96 -5.11 -5.64 0.3143
H 2.59 -4.50 -5.29 0.2988
H 2.36 -6.18 -5.87 0.3973
H 4.06 -5.30 -3.42 0.3002
H 3.88 -7.00 -3.94 0.4063
H 3.63 -6.55 -2.24 0.3139
C -0.59 -0.12 5.20 -1.1155
S -0.40 1.04 3.84 0.9240
O 0.98 0.86 3.29 -0.7239
C -0.39 2.53 4.85 -1.1153
H -0.59 -1.13 4.79 0.2818
H 0.24 -0.01 5.90 0.3451
H -1.54 0.06 5.71 0.3941
H 0.43 2.48 5.58 0.3524
H -1.34 2.62 5.37 0.4574
H -0.24 3.38 4.20 0.2471
C -2.58 4.49 -1.09 -0.9579
S -1.88 3.67 -2.54 0.7351
O -0.42 3.50 -2.29 -0.6623
C -2.07 5.07 -3.66 -1.0901
H -2.52 3.80 -0.25 0.1836
H -2.01 5.39 -0.87 0.3906
H -3.62 4.74 -1.29 0.3673
H -1.53 5.94 -3.27 0.3205
H -3.13 5.30 -3.77 0.3589
H -1.66 4.79 -4.63 0.3327
C 3.15 4.41 2.03 -0.6414
S 2.27 4.41 3.60 0.7134
O 0.88 4.89 3.33 -0.6811
C 3.18 5.78 4.33 -1.0730
H 2.71 3.64 1.39 -0.0798
H 3.05 5.38 1.55 0.3597
H 4.20 4.18 2.20 0.3742
H 3.08 6.67 3.71 0.3075
H 4.23 5.50 4.43 0.3585
H 2.76 5.98 5.32 0.3418
```


Entry 3:
ORCA calculation (wB97M-V/def2-TZVPD) on a 4-piece molecular cluster, C16H41BO11S overall in a non-equilibrium geometry.

Output
Net charge: 0
Molar mass, g mol⁻¹: 452.4
Kohn-Sham gap, eV: 9.80
HOMO, eV: -9.23
LUMO energy, eV: 0.57
Energy, eV: -51286.620

The geometry in XYZ format:
```
70
Properties=species:S:1:pos:R:3:nbo_charge:R:1
C 0.29 -0.37 0.99 -0.5980
C -1.11 0.16 1.29 -0.4351
C -1.12 1.68 1.18 -0.0960
O -2.10 2.16 0.24 -0.2810
O -3.02 3.07 0.89 -0.4471
S -4.53 2.43 0.60 1.7656
O -5.36 3.57 0.65 -0.9126
O -4.74 1.73 2.06 -0.8866
B -5.04 0.37 2.09 1.1075
C -5.45 -0.51 0.87 -1.0219
O -4.98 -0.20 3.31 -0.8704
H 1.02 0.24 1.51 0.1989
H 0.49 -0.25 -0.07 0.2081
H 0.40 -1.41 1.28 0.2107
H -1.81 -0.27 0.57 0.2109
H -1.39 -0.16 2.29 0.2094
H -1.31 2.12 2.14 0.2025
H -0.16 2.01 0.81 0.2000
H -6.10 -1.31 1.22 0.2483
H -4.60 -0.98 0.39 0.2511
H -6.00 0.04 0.12 0.2348
H -4.49 0.40 3.91 0.4944
C 1.85 2.28 -4.44 -0.2526
O 1.62 3.59 -3.97 -0.5545
C 0.38 3.74 -3.30 -0.0881
C 0.53 3.67 -1.80 -0.0928
O 0.98 2.39 -1.37 -0.5631
C 2.37 2.34 -1.10 -0.2562
H 2.91 2.18 -4.68 0.1912
H 1.59 1.52 -3.70 0.1771
H 1.27 2.09 -5.36 0.1691
H -0.33 2.98 -3.64 0.1739
H -0.02 4.72 -3.57 0.1863
H -0.45 3.83 -1.33 0.1967
H 1.21 4.45 -1.45 0.1737
H 2.60 2.80 -0.14 0.1664
H 2.95 2.84 -1.88 0.1871
H 2.67 1.29 -1.06 0.1869
C -0.45 -3.37 6.29 -0.2550
O -0.03 -2.33 7.16 -0.5506
C 0.95 -1.48 6.59 -0.0884
C 0.35 -0.19 6.06 -0.0883
O -0.54 -0.43 4.98 -0.5551
C -1.90 -0.44 5.36 -0.2611
H -1.37 -3.78 6.70 0.1919
H -0.64 -3.01 5.28 0.1776
H 0.31 -4.16 6.26 0.1689
H 1.50 -1.99 5.80 0.1734
H 1.66 -1.22 7.38 0.1867
H 1.16 0.44 5.68 0.1859
H -0.16 0.35 6.86 0.1758
H -2.26 0.59 5.50 0.1624
H -2.06 -1.01 6.27 0.1877
H -2.46 -0.90 4.55 0.1913
C 2.73 -1.41 -3.45 -0.2568
O 2.85 -0.96 -4.79 -0.5558
C 3.93 -1.57 -5.49 -0.0876
C 3.45 -2.71 -6.38 -0.0882
O 2.91 -3.78 -5.63 -0.5511
C 1.50 -3.78 -5.58 -0.2548
H 1.74 -1.11 -3.10 0.1908
H 2.82 -2.49 -3.38 0.1832
H 3.49 -0.93 -2.82 0.1666
H 4.69 -1.93 -4.80 0.1741
H 4.38 -0.80 -6.12 0.1854
H 4.31 -3.10 -6.93 0.1856
H 2.72 -2.34 -7.11 0.1735
H 1.08 -4.15 -6.52 0.1682
H 1.10 -2.78 -5.38 0.1790
H 1.20 -4.45 -4.78 0.1900
```


Entry 4:
ORCA calculation (wB97M-V/def2-TZVPD) on a 6-piece molecular cluster, C16H41F3O9PS overall in a non-equilibrium geometry.

Output
Net charge: +1
Molar mass, g mol⁻¹: 497.5
Kohn-Sham gap, eV: 7.87
HOMO, eV: -11.68
LUMO energy, eV: -3.81
Energy, eV: -63952.124

The geometry in XYZ format:
```
71
Properties=species:S:1:pos:R:3:mulliken_charge:R:1
C 0.66 -1.68 -1.32 -1.1747
P 1.14 -0.14 -2.06 0.2385
C -0.21 1.01 -2.37 -0.2848
C -0.67 1.89 -1.19 -0.6027
C -1.18 1.21 0.06 0.1841
O -0.94 1.63 1.14 -0.5129
O -1.98 0.12 -0.16 -0.0515
C 1.88 -0.51 -3.76 0.7445
F 0.94 -0.45 -4.70 -0.2009
F 2.79 0.45 -3.99 -0.2210
F 2.47 -1.69 -3.78 -0.1978
S 2.78 0.59 -0.83 1.1228
C 3.35 2.15 -1.41 -0.8263
O 3.77 -0.41 -1.08 -0.6102
O 2.20 0.69 0.48 -0.5005
H 0.82 -1.61 -0.24 0.4913
H -0.39 -1.88 -1.55 0.1875
H 1.31 -2.47 -1.69 0.5604
H 0.13 1.68 -3.17 0.6384
H -1.02 0.41 -2.77 -0.0382
H 0.10 2.59 -0.87 0.2783
H -1.50 2.49 -1.58 0.4756
H -1.50 -0.71 -0.03 0.1399
H 4.02 2.46 -0.61 0.4564
H 2.55 2.86 -1.59 0.3144
H 3.94 1.96 -2.31 0.2990
C -1.65 -0.78 4.63 -0.7541
C -2.63 0.37 4.73 -0.1467
O -2.20 1.49 3.96 -0.5071
H -0.66 -0.47 4.97 0.1706
H -1.98 -1.63 5.23 0.3664
H -1.56 -1.11 3.59 0.1761
H -2.71 0.71 5.76 0.3530
H -3.63 0.07 4.40 0.0717
H -2.12 1.21 3.05 0.2757
C -5.45 0.40 1.17 -0.6922
C -5.35 -0.93 1.88 0.0158
O -4.77 -1.93 1.04 -0.5393
H -6.04 0.29 0.26 0.2705
H -5.91 1.16 1.79 0.4039
H -4.45 0.75 0.88 -0.0501
H -6.33 -1.30 2.16 0.3419
H -4.75 -0.84 2.79 -0.0440
H -3.89 -1.62 0.79 0.2536
C 2.71 -0.37 6.52 -0.9046
C 2.03 -1.02 7.71 -0.2640
O 1.08 -2.01 7.32 -0.5007
H 1.97 0.09 5.86 0.1716
H 3.41 0.41 6.85 0.3407
H 3.27 -1.11 5.94 0.3105
H 1.46 -0.28 8.28 0.2794
H 2.77 -1.46 8.38 0.2839
H 1.56 -2.69 6.83 0.2872
C -4.80 -1.22 -2.93 -1.2018
C -3.32 -0.92 -3.00 -0.0005
O -2.55 -1.90 -2.28 -0.3952
H -5.14 -1.26 -1.90 0.2503
H -5.37 -0.46 -3.46 0.3528
H -5.02 -2.19 -3.39 0.3942
H -3.11 0.03 -2.52 0.1452
H -2.98 -0.88 -4.04 0.3044
H -2.74 -2.76 -2.67 0.2525
C 6.27 1.15 -6.37 -0.9867
C 6.48 1.28 -4.87 -0.2467
O 5.42 2.02 -4.25 -0.5001
H 6.21 2.14 -6.83 0.2675
H 7.10 0.60 -6.82 0.3459
H 5.34 0.62 -6.59 0.3090
H 7.39 1.82 -4.65 0.2902
H 6.55 0.29 -4.40 0.2603
H 4.60 1.57 -4.41 0.2796
```